95
Properties=species:S:1:pos:R:3 method="wB97M-V/def2-TZVPD" max_force_ev_per_a=4.25 homo_ev="-1.1 / -3.2" energy_ha=-7619.06400 homo_lumo_gap_ev="5.124 / 6.028" multiplicity=8 total_charge=-2
Gd -0.253 -0.144 -0.673
C -4.222 -1.409 0.464
O -2.961 -0.972 0.925
C -2.784 -0.996 2.270
C -3.841 -1.035 3.172
C -3.623 -1.131 4.538
C -2.331 -1.187 5.024
C -1.271 -1.110 4.144
C -1.459 -1.007 2.758
N -0.372 -0.863 1.899
N 0.702 -1.335 2.455
C 1.948 -1.057 2.079
C 2.296 0.048 1.224
O 1.405 0.788 0.700
C 3.695 0.361 1.092
C 4.653 -0.397 1.674
C 4.336 -1.515 2.491
C 5.332 -2.310 3.079
C 5.001 -3.399 3.847
C 3.656 -3.720 4.051
C 2.664 -2.957 3.488
C 2.978 -1.840 2.700
H -4.522 -2.329 0.976
H -4.121 -1.636 -0.596
H -4.987 -0.633 0.599
H -4.859 -0.992 2.816
H -4.470 -1.154 5.211
H -2.151 -1.301 6.084
H -0.256 -1.140 4.508
H 3.950 1.196 0.451
H 5.700 -0.179 1.510
H 6.371 -2.057 2.906
H 5.776 -4.021 4.279
H 3.398 -4.587 4.645
H 1.624 -3.214 3.616
O 0.359 -2.298 -3.299
As -0.960 -1.227 -3.605
O -0.907 -0.910 -5.217
O -0.779 0.179 -2.761
C -2.708 -2.161 -3.379
C -3.659 -1.939 -4.369
C -4.893 -2.565 -4.311
C -5.182 -3.431 -3.266
C -4.233 -3.658 -2.283
C -3.007 -3.021 -2.345
S -1.736 -3.276 -1.096
O -0.800 -4.173 -1.738
O -2.411 -3.817 0.063
O -1.231 -1.911 -0.922
H 0.145 -3.045 -2.713
H -3.376 -1.282 -5.185
H -5.627 -2.388 -5.086
H -6.143 -3.925 -3.218
H -4.409 -4.321 -1.449
O -2.131 3.523 -0.877
S -1.110 2.774 -0.161
O -1.593 1.583 0.526
N 0.066 2.278 -1.071
C 1.133 2.949 -1.531
C 1.334 4.320 -1.427
C 2.450 4.927 -1.997
C 3.385 4.200 -2.688
C 3.244 2.801 -2.797
C 4.154 1.980 -3.495
C 3.962 0.625 -3.502
C 2.868 0.077 -2.803
N 1.987 0.812 -2.170
C 2.141 2.152 -2.181
C -0.561 3.873 1.164
C 0.333 3.392 2.101
C 0.734 4.226 3.132
C 0.245 5.521 3.211
C -0.652 5.991 2.265
C -1.062 5.161 1.236
H 0.595 4.918 -0.915
H 2.562 6.000 -1.907
H 4.234 4.687 -3.152
H 4.985 2.440 -4.022
H 4.639 -0.034 -4.024
H 2.723 -0.996 -2.781
H 0.691 2.378 1.990
H 1.441 3.874 3.869
H 0.562 6.172 4.014
H -1.017 7.007 2.321
H -1.765 5.483 0.482
F 3.488 -2.619 -0.135
B 2.210 -2.955 -0.539
F 2.279 -3.658 -1.706
F 1.547 -3.629 0.447
F 1.485 -1.686 -0.771
Cl -3.205 0.511 -1.585
C -3.280 1.633 -2.942
Cl -4.943 1.946 -3.393
H -2.761 1.187 -3.798
H -2.838 2.577 -2.615

=====

81
Properties=species:S:1:pos:R:3 method="wB97M-V/def2-TZVPD" max_force_ev_per_a=3.50 de_lowest_kcal_mol=101.48 homo_ev=-8.4 energy_ha=-3322.20390 homo_lumo_gap_ev=7.116 multiplicity=1
Bi -0.578 -0.266 -2.014
S -2.820 0.751 -2.263
C -3.798 -0.497 -1.528
C -4.870 -0.132 -0.888
C -5.490 -1.061 0.099
C -6.883 -0.573 0.413
N -7.917 -0.057 0.626
C -5.275 -2.627 0.049
C -4.131 -2.934 -0.845
C -3.436 -1.943 -1.417
S -1.822 -2.494 -2.042
C -6.494 -3.474 -0.326
N -7.187 -4.373 -0.589
H -5.255 0.889 -0.886
H -3.814 -3.965 -0.986
C 3.978 -1.808 -4.081
C 3.507 -2.177 -2.663
C 2.712 -3.438 -2.699
C 2.837 -0.984 -1.894
C 3.819 0.006 -1.264
O 3.649 -0.235 0.147
C 2.423 -0.807 0.247
N 1.918 -1.276 -0.817
C 1.924 -0.979 1.627
C 2.846 -1.244 2.616
C 2.462 -1.602 3.882
C 1.155 -1.872 4.177
C 0.223 -1.546 3.273
C 0.553 -1.044 2.009
P -0.696 -0.245 0.945
C -0.850 1.336 1.826
C -1.615 2.324 1.211
C -1.795 3.591 1.789
C -1.105 3.874 2.998
C -0.248 2.947 3.525
C -0.098 1.708 2.931
C -2.263 -1.233 1.277
C -3.390 -0.480 1.459
C -4.791 -1.110 1.515
C -4.808 -2.636 1.530
C -3.502 -3.295 1.715
C -2.280 -2.718 1.502
H 4.267 -2.793 -4.491
H 4.867 -1.140 -4.130
H 3.234 -1.346 -4.794
H 4.490 -2.327 -2.155
H 1.742 -3.247 -3.293
H 2.364 -3.758 -1.744
H 3.157 -4.298 -3.218
H 2.205 -0.354 -2.661
H 3.587 1.034 -1.413
H 4.884 -0.015 -1.450
H 3.873 -1.225 2.420
H 3.207 -1.699 4.657
H 0.882 -2.198 5.186
H -0.816 -1.670 3.537
H -2.100 2.070 0.294
H -2.479 4.277 1.365
H -1.273 4.814 3.517
H 0.339 3.212 4.470
H 0.513 1.033 3.402
H -3.316 0.585 1.649
H -5.273 -0.530 2.252
H -5.591 -2.902 2.274
H -3.641 -4.414 1.764
H -1.418 -3.390 1.393
O 3.819 2.860 -3.624
C 3.546 3.527 -2.497
C 4.488 4.487 -2.102
C 4.285 5.351 -1.100
C 3.198 5.195 -0.322
C 2.274 4.242 -0.624
C 2.536 3.235 -1.602
C 1.490 2.236 -1.891
O 0.623 1.869 -1.020
O 1.469 1.809 -3.072
H 3.031 2.216 -3.758
H 5.304 4.504 -2.810
H 5.026 6.192 -0.978
H 3.049 5.996 0.373
H 1.361 4.257 0.008

=====

86
Properties=species:S:1:pos:R:3 method="wB97M-V/def2-TZVPD" max_force_ev_per_a=3.35 de_lowest_kcal_mol=0.00 homo_ev="-3.0 / -3.0" energy_ha=-8664.49763 homo_lumo_gap_ev="4.839 / 4.801" multiplicity=2 total_charge=-1
V -0.477 -0.354 0.231
C -3.083 1.878 -0.675
O -1.723 1.507 -0.719
C -0.875 2.308 -1.436
C -1.253 3.469 -2.084
C -0.313 4.211 -2.793
C 1.004 3.789 -2.841
C 1.385 2.618 -2.205
C 0.452 1.844 -1.506
N 0.749 0.621 -0.913
N 1.997 0.210 -1.145
C 2.465 -0.977 -0.730
C 1.664 -2.033 -0.198
O 0.351 -1.868 -0.149
C 2.271 -3.236 0.196
C 3.624 -3.423 0.104
C 4.462 -2.420 -0.438
C 5.860 -2.588 -0.544
C 6.653 -1.610 -1.083
C 6.077 -0.420 -1.555
C 4.721 -0.225 -1.452
C 3.884 -1.206 -0.889
H -3.508 1.927 -1.683
H -3.595 1.101 -0.111
H -3.204 2.838 -0.169
H -2.276 3.815 -2.047
H -0.621 5.116 -3.300
H 1.740 4.368 -3.386
H 2.406 2.272 -2.233
H 1.626 -4.004 0.609
H 4.064 -4.354 0.444
H 6.303 -3.508 -0.179
H 7.726 -1.748 -1.145
H 6.702 0.350 -1.991
H 4.265 0.688 -1.807
O -6.352 -3.440 -0.626
C -5.455 -2.699 0.071
O -5.698 -2.390 1.198
C -4.236 -2.276 -0.647
C -4.010 -2.172 -2.018
Cl -4.828 -2.953 -3.313
N -2.822 -1.541 -2.215
N -2.269 -1.261 -1.028
C -3.084 -1.677 -0.084
C -2.567 -1.497 1.339
O -2.748 -2.361 2.174
O -1.927 -0.390 1.504
C -2.195 -1.045 -3.387
C -2.922 -0.683 -4.518
C -2.257 -0.158 -5.613
C -0.885 0.041 -5.582
C -0.168 -0.307 -4.446
C -0.813 -0.860 -3.357
H -6.050 -3.609 -1.526
H -3.996 -0.779 -4.541
H -2.824 0.107 -6.497
H -0.379 0.464 -6.440
H 0.903 -0.156 -4.407
H -0.259 -1.154 -2.476
C -3.468 1.510 3.358
N -2.145 1.425 3.923
C -1.753 0.632 4.980
C -0.464 0.924 5.243
N -0.069 1.887 4.337
C 1.178 2.612 4.359
C -1.099 2.174 3.509
Se -1.095 3.393 2.150
H -4.113 0.785 3.849
H -3.421 1.288 2.296
H -3.859 2.521 3.485
H -2.413 -0.081 5.440
H 0.205 0.534 5.988
H 1.890 2.075 4.981
H 1.016 3.615 4.759
H 1.565 2.698 3.349
Br 4.635 -1.387 4.296
C 3.075 -0.848 3.329
C 3.137 0.273 2.523
C 2.028 0.616 1.758
C 0.854 -0.145 1.752
C 0.813 -1.206 2.671
C 1.905 -1.574 3.449
H 4.047 0.859 2.478
H 2.109 1.492 1.124
H -0.097 -1.792 2.772
H 1.856 -2.439 4.098